No. 1
{
  "formula": "C6H13N",
  "method": "the ωB97M-V functional and the def2-TZVPD basis",
  "symbols": ["N", "C", "C", "C", "C", "C", "C", "H", "H", "H", "H", "H", "H", "H", "H", "H", "H", "H", "H", "H"],
  "xyz": [[0.2342, 1.9723, 1.0867], [0.4654, -1.3976, 0.9999], [-2.3014, -1.2108, -1.2027], [0.0376, -0.8270, -0.3530], [0.8228, 0.4310, -0.7909], [-1.4556, -0.5893, -0.3706], [1.3111, 1.3908, 0.2989], [-0.3915, 2.4972, 0.4774], [1.7174, 0.0868, -1.3282], [0.1500, -0.7624, 1.8348], [1.5524, -1.5173, 1.0498], [2.0153, 0.8807, 0.9645], [0.6252, 2.6445, 1.7459], [0.2393, 0.9940, -1.5326], [0.0173, -2.3851, 1.1595], [1.8708, 2.2032, -0.1798], [0.2612, -1.5988, -1.1035], [-1.8502, 0.1304, 0.3449], [-3.3666, -1.0040, -1.1707], [-1.9549, -1.9387, -1.9303]],
  "de_lowest_kj_mol": 55.5,
  "charge": 0,
  "homo_ev": -9.20,
  "spin_multiplicity": 1
}

---

No. 2
{
  "formula": "C4H4NO3P",
  "method": "the ωB97M-V functional and the def2-TZVPD basis",
  "symbols": ["P", "O", "O", "O", "N", "C", "C", "C", "C", "H", "H", "H", "H"],
  "xyz": [[-1.0544, -0.8049, -0.2283], [0.4369, -0.6220, -0.8224], [0.6957, -0.5148, 1.3549], [-1.4788, -2.1642, -0.1243], [-4.2392, 1.1404, 0.3975], [1.2047, -0.4258, 0.2341], [-3.2036, 0.8854, -0.0348], [2.5895, 0.0530, 0.0909], [-1.9652, 0.5688, -0.6296], [-1.3562, 1.4565, -0.4772], [2.4896, 0.9047, -0.7216], [2.7856, 0.4089, 1.1064], [3.0954, -0.8861, -0.1455]],
  "de_lowest_kj_mol": 76.3,
  "charge": 0,
  "homo_ev": -9.71,
  "spin_multiplicity": 1
}

---

No. 3
{
  "formula": "C19H13Br2F3IN5O5S3Ti",
  "method": "the ωB97M-V functional and the def2-TZVPD basis",
  "symbols": ["I", "Br", "Br", "Ti", "S", "S", "S", "F", "F", "F", "O", "O", "O", "O", "O", "N", "N", "N", "N", "N", "C", "C", "C", "C", "C", "C", "C", "C", "C", "C", "C", "C", "C", "C", "C", "C", "C", "C", "C", "H", "H", "H", "H", "H", "H", "H", "H", "H", "H", "H", "H", "H"],
  "xyz": [[2.3087, -0.7719, -2.1628], [0.4518, -1.3929, -5.0734], [2.1031, -0.8118, 2.2015], [-1.0269, -0.4446, 1.2188], [-1.0342, -1.9915, -1.0851], [-2.5453, -3.9515, 3.9612], [-2.7858, 2.4619, 4.1453], [-2.6559, -3.6723, 0.1563], [-3.0946, -1.5728, 0.4916], [-3.6025, -2.5149, -1.4019], [-2.0772, 1.0399, 0.6630], [-0.2527, -2.1042, 0.2053], [-0.7161, -2.9508, -2.0724], [-2.0069, 2.9726, -0.4970], [-1.2275, -0.5788, -1.3300], [-1.4328, -1.9756, 2.7690], [-1.2813, 0.5990, 3.2267], [0.4819, 0.8650, 0.7909], [-0.2812, 2.7229, 3.1885], [-0.4370, -4.0481, 2.2918], [-3.4062, 0.8525, 4.1298], [2.2810, 0.3077, -6.3803], [3.3657, 1.1584, -6.4860], [0.0490, 1.9353, 0.1131], [2.2762, 2.7538, 0.0668], [-2.4792, 0.0080, 3.6380], [-3.1620, -2.3643, 4.2669], [-1.4781, 2.0331, 0.0150], [2.7024, 1.6529, 0.8011], [-2.4550, -1.4569, 3.5687], [-1.3587, -3.2888, 2.8994], [4.1343, 1.4490, -5.3685], [1.7453, 0.7078, 1.1358], [2.7213, 0.0274, -4.0344], [1.9502, -0.2606, -5.1547], [-1.3096, 1.8909, 3.4705], [-2.7004, -2.4952, -0.4515], [0.9364, 2.9131, -0.2825], [3.8134, 0.8833, -4.1462], [4.4167, 1.0952, -3.2744], [3.6091, 1.5943, -7.4451], [3.7328, 1.5205, 1.0948], [0.6332, 2.3133, 3.0988], [2.9976, 3.5081, -0.2178], [0.5743, 3.7741, -0.8252], [-4.3997, 0.6345, 4.4816], [4.9849, 2.1121, -5.4457], [1.6805, 0.0739, -7.2480], [0.0570, -3.6388, 1.5121], [-0.5202, -5.0494, 2.3137], [-0.3163, 3.6777, 3.5006], [-3.9634, -2.2027, 4.9663]],
  "de_lowest_kj_mol": 116.4,
  "charge": 1,
  "homo_ev": [-10.89, -10.89],
  "spin_multiplicity": 2
}

---

It is found that the electronic energy values, taken in the order of the records, are -291.1376 -776.6220 -9171.1639 Ha.